Record 1
Below is a molecular structure, C27H23AlCl5NOTe in a non-equilibrium geometry, with properties calculated with the ωB97M-V functional and the def2-TZVPD basis.

Structure (XYZ):
```
59
Properties=species:S:1:pos:R:3:mulliken_charge:R:1
Al -0.268 1.144 0.531 0.253
Cl -1.408 6.104 5.266 -0.142
C -0.877 5.142 3.959 0.447
C -1.021 3.751 4.023 -0.188
Cl -1.698 2.991 5.396 -0.172
C -0.628 3.002 2.926 1.045
Cl -0.855 1.300 2.860 -0.110
C -0.074 3.568 1.779 -0.474
O 0.241 2.738 0.765 -0.386
C 0.080 4.953 1.726 0.240
Cl 0.761 5.656 0.325 -0.153
C -0.331 5.737 2.813 0.212
Cl -0.201 7.430 2.719 -0.134
Te 1.854 -0.330 1.264 0.423
C 3.361 0.582 0.031 0.777
C 4.656 0.673 0.521 -0.669
C 5.649 1.184 -0.303 -0.496
C 5.353 1.557 -1.604 -0.526
C 4.056 1.446 -2.083 -0.931
C 3.047 0.984 -1.257 0.032
C 1.849 -2.103 0.040 0.563
C 2.193 -3.314 0.626 -0.645
C 2.273 -4.455 -0.157 -0.682
C 2.038 -4.381 -1.519 -0.520
C 1.711 -3.168 -2.104 -0.771
C 1.597 -2.029 -1.323 -0.085
H 4.901 0.359 1.528 0.422
H 6.655 1.283 0.074 0.422
H 6.129 1.946 -2.245 0.425
H 3.825 1.723 -3.099 0.422
H 2.022 0.954 -1.611 0.229
H 2.418 -3.368 1.682 0.450
H 2.543 -5.397 0.294 0.453
H 2.116 -5.264 -2.132 0.459
H 1.567 -3.105 -3.172 0.501
H 1.344 -1.086 -1.789 0.286
C -2.104 -2.656 -2.085 -0.747
N -2.641 -2.833 -0.727 0.069
C -2.238 -4.137 -0.175 -0.749
C -2.283 -1.706 0.177 -0.084
C -2.875 -0.384 -0.254 0.934
C -4.226 -0.289 -0.573 -0.651
C -4.794 0.931 -0.906 -0.811
C -4.001 2.065 -0.957 -0.957
C -2.656 1.968 -0.644 -0.706
C -2.055 0.753 -0.281 0.402
H -2.519 -3.413 -2.745 0.451
H -1.021 -2.760 -2.067 0.216
H -2.365 -1.671 -2.464 0.337
H -3.666 -2.818 -0.798 0.378
H -1.152 -4.204 -0.160 0.274
H -2.631 -4.948 -0.785 0.388
H -2.605 -4.261 0.841 0.359
H -1.193 -1.608 0.221 -0.262
H -2.657 -1.957 1.175 0.412
H -4.873 -1.157 -0.532 0.328
H -5.851 0.996 -1.115 0.433
H -4.431 3.023 -1.211 0.442
H -2.043 2.858 -0.683 0.566
```

Properties
gap between HOMO and LUMO = 7.5 eV
spin multiplicity = 1
HOMO = -0.493 hartree
charge = +2

Record 2
Below is a molecular structure, C27H23AsBr4N2O3PReSe3 in a non-equilibrium geometry, with properties calculated with the ωB97M-V functional and the def2-TZVPD basis.

Structure (XYZ):
```
65
Properties=species:S:1:pos:R:3:mulliken_charge:R:1
Re -0.349 0.986 -0.735 1.480
Se 1.351 -0.871 -0.549 -0.304
P -0.369 -2.232 -0.602 0.420
Se -2.042 -0.878 -0.941 -0.418
C -0.505 -3.039 1.004 0.930
C 0.639 -3.567 1.608 -0.359
C 0.556 -4.154 2.860 -0.752
C -0.666 -4.208 3.522 -0.477
C -1.804 -3.684 2.927 -0.739
C -1.727 -3.097 1.669 -0.417
C -0.213 -3.499 -1.852 1.096
C 0.962 -4.251 -1.932 -0.310
C 1.095 -5.214 -2.916 -0.743
C 0.064 -5.424 -3.825 -0.484
C -1.098 -4.674 -3.753 -0.711
C -1.241 -3.706 -2.767 -0.464
H 1.600 -3.512 1.110 0.265
H 1.442 -4.571 3.320 0.415
H -0.729 -4.665 4.501 0.417
H -2.757 -3.735 3.437 0.448
H -2.616 -2.685 1.210 0.411
H 1.780 -4.078 -1.243 0.251
H 2.005 -5.795 -2.983 0.411
H 0.173 -6.174 -4.598 0.399
H -1.894 -4.831 -4.469 0.421
H -2.144 -3.112 -2.719 0.273
Br -2.671 2.704 -7.019 -0.142
C -2.428 2.629 -5.160 0.239
C -3.296 3.342 -4.295 0.255
Br -4.687 4.374 -5.007 -0.133
C -3.125 3.282 -2.925 -0.386
Br -4.190 4.202 -1.687 -0.089
C -2.095 2.494 -2.402 0.355
O -1.795 2.389 -1.108 -0.805
C -1.232 1.826 -3.249 0.614
O -0.233 1.153 -2.619 -0.506
C -1.394 1.880 -4.634 -0.167
Br -0.170 0.906 -5.663 -0.084
C 0.978 -0.048 3.334 -0.872
As -0.272 1.263 2.770 0.810
C 0.365 3.036 3.027 -0.869
C -1.851 1.051 3.782 -1.241
O -0.734 0.982 1.167 -0.386
H 1.669 0.378 4.057 0.440
H 1.505 -0.408 2.454 0.163
H 0.423 -0.872 3.779 0.373
H 1.181 3.030 3.747 0.366
H -0.459 3.644 3.394 0.469
H 0.712 3.427 2.074 0.106
H -1.636 1.200 4.839 0.410
H -2.225 0.044 3.606 0.342
H -2.578 1.782 3.435 0.419
Se 0.431 4.203 -1.299 0.429
N 0.977 2.660 -0.517 -0.381
C 2.081 2.941 0.178 0.252
C 2.846 2.008 0.950 0.184
C 3.925 2.464 1.628 -0.957
C 4.328 3.846 1.596 -0.616
C 3.646 4.750 0.862 -0.751
C 2.494 4.313 0.122 1.026
N 1.762 5.122 -0.629 -0.774
H 2.574 0.965 0.960 0.069
H 4.522 1.766 2.203 0.482
H 5.200 4.154 2.157 0.413
H 3.938 5.789 0.807 0.486
```

Properties
expectation value of S² = 0.822
gap between HOMO and LUMO (spin up / spin down) = 6.0 / 5.9 eV
spin multiplicity = 2
relative energy (zero: lowest compared OMol25 entry of this formula, charge and spin) = 71.2 kJ/mol
HOMO (spin up / spin down) = -0.371 / -0.368 hartree
charge = +1

Record 3
Below is a molecular structure, C27H23AuN4O2PS in a non-equilibrium geometry, with properties calculated with the ωB97M-V functional and the def2-TZVPD basis.

Structure (XYZ):
```
59
Properties=species:S:1:pos:R:3:mulliken_charge:R:1
Au -0.107 0.641 0.313 0.722
N -2.326 1.687 3.953 -0.356
C -1.486 1.349 2.970 0.432
S -1.965 1.800 1.363 -0.399
N -0.400 0.700 3.302 -0.982
N 0.460 0.346 2.384 0.364
C 1.491 -0.415 2.593 0.130
C 1.767 -1.035 3.896 -0.058
C 1.667 -0.269 5.054 -0.179
C 1.918 -0.836 6.288 -0.847
C 2.228 -2.184 6.377 -0.448
C 2.308 -2.958 5.231 -0.830
C 2.091 -2.389 3.989 0.031
C 2.414 -0.568 1.478 0.929
C 3.718 -1.024 1.667 -0.336
C 4.598 -1.024 0.599 -0.665
C 4.160 -0.564 -0.633 -0.881
C 2.842 -0.147 -0.752 -0.442
N 2.001 -0.162 0.267 -0.362
H -3.113 2.273 3.737 0.224
H -2.047 1.552 4.910 0.234
H 1.418 0.776 4.972 0.520
H 1.856 -0.233 7.179 0.411
H 2.410 -2.630 7.340 0.413
H 2.534 -4.010 5.310 0.432
H 2.147 -2.994 3.094 0.627
H 4.032 -1.336 2.649 0.540
H 5.616 -1.355 0.736 0.482
H 4.820 -0.512 -1.482 0.462
H 2.441 0.189 -1.698 0.684
O 0.711 -0.555 -2.717 -0.586
C -0.421 -0.714 -2.318 0.521
O -1.097 -0.050 -1.497 -0.726
C -1.191 -1.975 -2.873 -0.833
P -1.543 -3.083 -1.475 -0.009
C 0.028 -3.633 -0.729 0.828
C -0.024 -4.493 0.373 -0.481
C 1.142 -4.985 0.930 -0.779
C 2.373 -4.650 0.384 -0.636
C 2.428 -3.813 -0.719 -0.591
C 1.266 -3.315 -1.285 -0.323
C -2.475 -2.098 -0.276 1.219
C -2.138 -2.066 1.078 -0.079
C -2.908 -1.334 1.960 -0.629
C -4.005 -0.615 1.506 -0.658
C -4.335 -0.638 0.159 -0.613
C -3.597 -1.396 -0.725 -0.544
H -0.591 -2.473 -3.636 0.504
H -2.128 -1.628 -3.312 0.474
H -0.983 -4.788 0.779 0.527
H 1.098 -5.661 1.772 0.473
H 3.286 -5.057 0.793 0.451
H 3.382 -3.568 -1.161 0.521
H 1.337 -2.674 -2.151 0.325
H -1.269 -2.596 1.442 0.253
H -2.628 -1.304 3.002 0.393
H -4.603 -0.042 2.198 0.444
H -5.171 -0.055 -0.197 0.423
H -3.883 -1.414 -1.768 0.282
```

Properties
expectation value of S² = 2.019
gap between HOMO and LUMO (spin up / spin down) = 7.0 / 4.7 eV
spin multiplicity = 3
HOMO (spin up / spin down) = -0.384 / -0.393 hartree
charge = +1

Number 1: total energy -3983.594241 a.u.. Number 2: total energy -21533.534960 a.u.. Number 3: total energy -2287.166934 a.u..